(1)
Density functional theory data (ωB97M-V with the def2-TZVPD basis set) for a molecular structure, C45H44IN6P2STl at a distorted geometry.

Geometry as ORCA input:
```
! wB97M-V def2-TZVPD RIJCOSX def2/J DEFGRID3
* xyz 2 1
Tl 1.679 -0.400 -1.161
C -1.621 -2.362 2.335
N -2.876 -2.168 1.628
C -2.878 -2.342 0.179
P -1.668 -1.196 -0.665
C -2.751 0.181 -1.160
C -3.917 -0.021 -1.936
C -4.779 1.039 -2.242
C -4.478 2.339 -1.801
C -3.305 2.542 -1.031
C -2.446 1.495 -0.729
C -1.300 -2.130 -2.142
C -0.396 -3.180 -1.992
C -0.074 -4.003 -3.083
C -0.779 -3.869 -4.287
C -1.695 -2.824 -4.446
C -1.950 -1.953 -3.392
C -4.041 -1.757 2.329
C -5.003 -0.947 1.719
C -6.189 -0.630 2.369
C -6.462 -1.108 3.652
C -5.512 -1.924 4.308
C -4.330 -2.246 3.657
P -0.147 -1.404 1.564
C 1.124 -2.158 2.617
C 2.088 -3.061 2.104
C 3.042 -3.647 2.939
C 3.059 -3.341 4.325
C 2.120 -2.457 4.835
C 1.149 -1.852 3.993
C -0.229 0.292 2.189
C -1.359 0.825 2.876
C -1.395 2.181 3.205
C -0.288 3.019 2.942
C 0.850 2.491 2.341
C 0.892 1.136 1.998
H -1.276 -3.418 2.278
H -1.740 -2.084 3.394
H -3.874 -2.203 -0.250
H -2.612 -3.378 -0.054
H -4.201 -1.031 -2.287
H -5.694 0.773 -2.786
H -5.144 3.178 -2.022
H -3.076 3.518 -0.606
H -1.553 1.665 -0.122
H -0.013 -3.432 -0.973
H 0.692 -4.749 -2.942
H -0.621 -4.562 -5.109
H -2.226 -2.704 -5.384
H -2.598 -1.099 -3.605
H -4.803 -0.506 0.733
H -6.941 -0.035 1.820
H -7.418 -0.886 4.099
H -5.677 -2.304 5.327
H -3.596 -2.875 4.169
H 2.075 -3.275 1.022
H 3.774 -4.306 2.513
H 3.736 -3.891 4.972
H 2.110 -2.204 5.909
H 0.438 -1.138 4.442
H -2.211 0.158 3.171
H -2.308 2.597 3.632
H -0.306 4.082 3.224
H 1.699 3.134 2.142
H 1.868 0.735 1.710
C -1.800 2.779 -4.812
N -0.384 3.059 -4.625
C 0.294 4.272 -4.834
C 1.568 4.099 -4.469
N 1.700 2.806 -3.990
C 0.508 2.147 -4.071
S 0.132 0.581 -3.679
C 2.948 2.313 -3.511
C 4.027 2.846 -4.293
C 5.319 2.378 -4.011
C 5.531 1.535 -2.956
C 4.416 1.251 -1.995
N 3.072 1.511 -2.520
H -2.266 3.635 -5.335
H -2.324 2.652 -3.861
H -1.936 1.881 -5.408
H -0.295 5.108 -5.104
H 2.392 4.786 -4.411
H 3.778 3.450 -5.183
H 6.163 2.681 -4.642
H 6.519 1.146 -2.716
H 4.414 0.187 -1.727
N 5.003 -0.806 2.482
C 5.797 -0.536 3.549
C 5.204 0.488 4.254
C 4.020 0.797 3.551
N 3.908 0.003 2.481
H 5.104 -1.502 1.729
H 6.687 -1.099 3.758
H 5.551 0.945 5.164
H 3.285 1.557 3.821
I 6.456 2.099 0.287
C 4.523 2.033 -0.675
H 3.882 1.536 0.079
H 4.163 3.063 -0.781
*
```

Output
**Orbital gap (alpha / beta)**: 6.0 / 4.8 eV
**HOMO level (alpha / beta)**: -0.444 / -0.443 hartree

These are the Mulliken partial charges, in e, on atoms 1 to 5:
1 Tl 1.18
2 C -1.59
3 N 0.59
4 C -1.76
5 P 0.95

(2)
Density functional theory data (ωB97M-V with the def2-TZVPD basis set) for a molecular structure, C3H3CdO2 at a distorted geometry.

Geometry as ORCA input:
```
! wB97M-V def2-TZVPD RIJCOSX def2/J DEFGRID3
* xyz 2 2
O 0.139 -1.422 -0.044
C -0.310 -0.415 -0.627
C 0.429 0.690 0.024
C 0.779 0.437 1.332
H 0.805 1.512 -0.589
H 0.493 1.141 2.115
H 1.444 -0.381 1.617
O -1.211 -0.313 -1.474
Cd -2.567 -1.248 -2.354
*
```

Output
**Orbital gap (alpha / beta)**: 6.0 / 6.7 eV
**HOMO level (alpha / beta)**: -0.687 / -0.712 hartree
**Expectation value of S²**: 0.76

These are the Mulliken partial charges, in e, on atoms 1 to 5:
1 O -0.46
2 C 0.85
3 C -0.07
4 C -0.25
5 H 0.40

(3)
Density functional theory data (ωB97M-V with the def2-TZVPD basis set) for a molecular structure, C28H34Cl6N4PdSbSe.

Geometry as ORCA input:
```
! wB97M-V def2-TZVPD RIJCOSX def2/J DEFGRID3
* xyz 3 1
Pd -1.461 1.930 -0.125
Cl -4.413 1.059 0.473
C -3.307 -0.248 0.237
C -1.979 0.049 -0.057
C -1.127 -1.020 -0.278
Cl 0.498 -0.758 -0.919
C -1.551 -2.352 -0.191
Cl -0.487 -3.653 -0.536
C -2.877 -2.621 0.140
Cl -3.425 -4.232 0.258
C -3.766 -1.560 0.347
Cl -5.398 -1.874 0.714
C 9.031 -5.374 -4.824
C 9.134 -6.085 -3.554
C 8.267 -7.228 -3.291
C 10.208 -5.757 -2.625
Sb 2.955 -0.474 0.308
C 2.599 -1.247 2.313
C 1.855 -2.568 2.130
C 1.861 -0.342 3.287
C 4.033 -1.512 2.793
C 2.939 1.691 0.350
C 4.437 1.938 0.600
C 2.093 2.386 1.404
C 2.555 2.167 -1.051
H 9.657 -5.968 -5.515
H 9.463 -4.377 -4.800
H 8.028 -5.390 -5.245
H 8.808 -8.082 -3.741
H 7.311 -7.173 -3.806
H 8.166 -7.459 -2.233
H 11.067 -6.349 -2.992
H 10.020 -6.090 -1.607
H 10.521 -4.717 -2.680
H 0.820 -2.415 1.825
H 1.843 -3.097 3.088
H 2.333 -3.226 1.399
H 0.918 0.026 2.882
H 2.462 0.514 3.592
H 1.628 -0.916 4.189
H 4.578 -2.196 2.138
H 3.985 -1.985 3.779
H 4.615 -0.594 2.910
H 4.768 1.575 1.578
H 4.624 3.016 0.589
H 5.074 1.501 -0.174
H 2.432 2.175 2.416
H 1.041 2.110 1.326
H 2.172 3.467 1.254
H 3.126 1.666 -1.836
H 2.762 3.238 -1.131
H 1.491 2.013 -1.251
Se -1.693 1.785 -3.943
N -1.603 3.463 -4.460
C -1.419 4.224 -3.394
C -1.315 5.649 -3.326
C -1.150 6.195 -2.093
C -1.087 5.376 -0.917
N -1.170 4.073 -0.933
C -1.330 3.515 -2.167
N -1.437 2.201 -2.221
H -1.375 6.247 -4.225
H -1.071 7.265 -1.968
H -0.966 5.853 0.049
Cl -1.725 -0.220 5.136
C -1.824 1.160 4.119
C -2.123 2.414 4.627
C -2.186 3.476 3.739
C -1.947 3.253 2.399
N -1.660 2.035 1.914
C -1.605 1.003 2.761
H -2.309 2.548 5.684
H -2.426 4.472 4.081
H -1.997 4.057 1.678
H -1.396 0.024 2.356
*
```

Output
**Orbital gap**: 6.7 eV
**HOMO level**: -0.561 hartree

These are the Mulliken partial charges, in e, on atoms 1 to 5:
1 Pd 0.28
2 Cl -0.15
3 C 1.52
4 C -2.75
5 C 1.90

(4)
Density functional theory data (ωB97M-V with the def2-TZVPD basis set) for a molecular structure, C5H12O.

Geometry as ORCA input:
```
! wB97M-V def2-TZVPD RIJCOSX def2/J DEFGRID3
* xyz 0 1
C 1.373 -0.234 -1.202
C 1.539 0.388 1.029
O 0.233 0.434 1.332
C -0.624 0.643 0.340
C -0.279 -1.157 -0.568
C -2.061 0.608 0.758
H 0.889 -0.433 -2.168
H 2.254 -0.870 -1.129
H 1.661 0.816 -1.248
H 2.104 -0.108 1.818
H 1.974 1.317 0.660
H -0.344 1.403 -0.392
H -1.145 -1.057 -1.235
H -0.582 -1.540 0.412
H 0.309 -1.988 -0.988
H -2.368 1.530 1.267
H -2.235 -0.233 1.437
H -2.698 0.483 -0.123
*
```

Output
**Orbital gap (alpha / beta)**: 7.9 / 7.9 eV
**HOMO level (alpha / beta)**: -0.256 / -0.256 hartree

These are the Mulliken partial charges, in e, on atoms 1 to 5:
1 C -1.32
2 C -0.52
3 O -0.30
4 C 0.17
5 C -0.98

(5)
Density functional theory data (ωB97M-V with the def2-TZVPD basis set) for C2H8N4O in the gas phase at a distorted geometry.

Geometry as ORCA input:
```
! wB97M-V def2-TZVPD RIJCOSX def2/J DEFGRID3
* xyz 0 1
C 2.418 0.072 0.128
O 1.317 -0.799 -0.106
C 0.110 -0.194 -0.207
N -0.115 1.040 0.102
N -1.422 1.529 -0.102
N -0.804 -1.146 -0.523
N -1.963 -1.310 0.335
H 3.283 -0.569 -0.143
H 2.359 0.364 1.191
H 2.425 0.931 -0.535
H -1.689 1.334 -1.065
H -1.382 2.506 0.095
H -0.392 -2.042 -0.699
H -2.505 -0.416 0.222
H -1.641 -1.298 1.309
*
```

Output
**Orbital gap**: 9.3 eV
**SMILES**: CO/C(=N/N)NN
**HOMO level**: -0.303 hartree

These are the Mulliken partial charges, in e, on atoms 1 to 5:
1 C -0.65
2 O -0.36
3 C 0.65
4 N -0.37
5 N -0.62

(6)
Density functional theory data (ωB97M-V with the def2-TZVPD basis set) for 2 unconnected molecules or ions with the total composition C4H10O2 at a distorted geometry.

Geometry as ORCA input:
```
! wB97M-V def2-TZVPD RIJCOSX def2/J DEFGRID3
* xyz 0 1
C -2.363 1.673 -1.165
C -2.446 0.689 -0.237
O -1.895 -0.548 -0.339
H -3.227 2.318 -1.314
H -1.499 2.079 -1.691
H -3.012 0.782 0.696
H -0.918 -0.395 -0.390
C 2.076 -0.921 1.341
C 1.509 -1.023 -0.087
O 0.706 0.171 -0.359
H 2.690 -0.031 1.491
H 2.599 -1.828 1.628
H 1.244 -0.851 2.041
H 2.401 -1.089 -0.699
H 0.781 -1.814 -0.185
H 1.354 0.787 -0.732
*
```

Output
**Orbital gap**: 8.9 eV
**SMILES**: C=CO.CCO
**HOMO level**: -0.305 hartree

These are the Mulliken partial charges, in e, on atoms 1 to 5:
1 C -0.60
2 C -0.10
3 O -0.50
4 H 0.25
5 H 0.24

(7)
Density functional theory data (ωB97M-V with the def2-TZVPD basis set) for C21H26N4O5S in the gas phase at a distorted geometry.

Geometry as ORCA input:
```
! wB97M-V def2-TZVPD RIJCOSX def2/J DEFGRID3
* xyz 0 1
C -5.828 -2.236 0.614
O -4.464 -2.632 0.676
C -3.615 -1.967 -0.111
O -3.955 -1.085 -0.859
C -2.189 -2.428 0.092
C -1.435 -2.429 -1.239
C 0.057 -2.676 -0.998
N 0.655 -1.715 -0.101
C 1.062 -0.446 -0.695
C 0.327 0.788 -0.204
C 0.708 1.472 0.939
C -0.010 2.576 1.350
C -1.129 3.032 0.660
O -1.713 4.129 1.217
C -2.845 4.739 0.638
C -1.528 2.340 -0.501
O -2.635 2.775 -1.179
C -3.159 1.970 -2.212
C -0.778 1.246 -0.912
C 2.551 -0.286 -0.518
S 3.501 0.374 -1.855
C 4.935 0.218 -0.936
N 6.228 0.440 -1.043
C 6.709 0.036 0.158
C 8.146 0.102 0.502
N 5.789 -0.420 0.994
N 4.655 -0.301 0.290
C 3.338 -0.584 0.544
O 2.989 -1.082 1.743
C -0.020 -1.708 1.175
C -1.530 -1.450 1.079
H -6.365 -2.881 1.304
H -6.210 -2.356 -0.402
H -5.931 -1.189 0.906
H -2.200 -3.432 0.527
H -1.582 -1.464 -1.724
H -1.839 -3.202 -1.895
H 0.186 -3.665 -0.545
H 0.600 -2.670 -1.945
H 0.896 -0.509 -1.777
H 1.563 1.152 1.512
H 0.276 3.121 2.236
H -3.707 4.068 0.629
H -2.644 5.081 -0.379
H -3.060 5.596 1.275
H -2.478 1.919 -3.068
H -3.393 0.962 -1.859
H -4.078 2.467 -2.521
H -1.066 0.727 -1.813
H 8.725 -0.455 -0.231
H 8.301 -0.313 1.493
H 8.481 1.137 0.479
H 3.801 -1.244 2.246
H 0.148 -2.692 1.627
H 0.443 -0.960 1.816
H -1.705 -0.429 0.739
H -1.981 -1.564 2.066
*
```

Output
**Orbital gap**: 8.4 eV
**SMILES**: COC(=O)C1CCN([C@@H](c2ccc(OC)c(OC)c2)c2sc3nc(C)nn3c2O)CC1
**HOMO level**: -0.287 hartree

These are the Mulliken partial charges, in e, on atoms 1 to 5:
1 C -0.70
2 O -0.34
3 C -0.05
4 O -0.65
5 C 0.71